C27H28As2N4O15SW | ωB97M-V/def2-TZVPD

Geometry as XYZ:
```
78
Properties=species:S:1:pos:R:3:forces:R:3
W 0.246212 1.271533 -0.757800 -0.735 1.735 0.892
O 1.738412 5.177674 -0.745128 -0.261 -0.615 0.362
C 1.453232 4.333712 -1.432450 0.867 1.513 -1.230
O 0.238363 3.012891 -0.469798 -0.618 -2.042 -0.183
C 1.338226 3.793865 -2.770549 -0.157 -0.716 0.776
C 1.030941 4.615996 -3.848243 -0.116 0.116 -0.284
C 0.611522 4.001937 -5.027053 0.169 0.042 0.499
C 0.366050 2.649005 -5.107041 -0.054 -0.303 -0.094
C 0.660800 1.864912 -3.995214 0.063 0.373 0.268
C 1.269098 2.392513 -2.862947 0.268 0.207 -0.864
O 1.777355 1.617272 -1.898124 0.559 -0.068 0.049
N 0.202794 0.501210 -3.868860 -0.050 -0.312 0.062
O -0.110033 0.118693 -2.681379 -0.047 0.242 -0.273
O 0.066915 -0.210806 -4.798538 -0.016 0.102 0.077
N 0.297160 4.852907 -6.201430 -0.054 0.149 -0.235
O 0.492945 6.031905 -6.063985 0.044 0.065 0.105
O -0.123350 4.270214 -7.166242 -0.033 -0.086 -0.061
H 1.076093 5.699643 -3.797725 -0.008 -0.005 -0.016
H -0.071475 2.228779 -6.008622 0.002 0.031 -0.003
C -5.254053 1.345324 -0.353516 -0.344 -0.086 0.149
O -3.925267 1.419102 -0.992819 0.288 0.139 -0.082
C -2.843189 1.048931 -0.468134 0.101 -0.235 -0.054
O -1.763153 1.400919 -1.108700 -0.294 -0.362 0.482
C -2.615950 0.222791 0.741585 0.145 0.604 -0.429
C -3.105105 -1.019209 0.872792 0.348 -0.121 -0.134
As -2.433270 -2.522408 2.078897 0.059 0.071 0.228
C -2.606552 -3.972223 0.800566 -0.081 -0.012 0.030
C -0.654491 -1.700897 1.717126 -0.076 0.285 0.159
C -0.580423 -0.592735 2.498706 0.205 -0.539 -0.247
As -0.969061 1.019744 1.543841 -0.076 -0.495 -0.195
C -1.319049 2.630237 2.496734 0.031 0.235 -0.045
C -1.225431 -0.488526 3.862246 -0.204 -0.191 -0.168
O -2.115843 0.328824 3.945993 -0.078 0.053 0.206
O -0.752987 -1.289592 4.757542 0.211 -0.005 -0.042
C -1.324729 -1.241661 6.110152 -0.080 -0.074 0.155
C -0.047416 -1.746603 0.358269 0.113 0.526 0.125
O 0.245557 -0.739969 -0.364237 -0.305 -0.411 0.023
O 0.172343 -2.921043 -0.079300 -0.185 -0.092 0.314
C 0.817605 -3.142579 -1.362311 0.257 -0.059 -0.375
C -4.362245 -1.509523 0.189565 0.020 0.205 0.237
O -5.262388 -1.728367 0.943287 -0.066 -0.073 -0.081
O -4.457279 -1.634019 -1.121228 -0.077 -0.103 -0.187
C -3.330930 -1.635507 -2.007226 0.022 0.005 -0.060
H -5.819555 0.573487 -0.865429 0.069 -0.041 -0.047
H -5.704789 2.315181 -0.531836 0.081 0.054 0.016
H -5.146547 1.132708 0.706072 0.037 0.009 0.034
H -3.661469 -4.252589 0.811618 0.012 -0.023 -0.056
H -2.032914 -4.810143 1.193736 0.024 -0.026 0.002
H -2.279273 -3.734110 -0.205120 -0.010 -0.032 -0.085
H -2.160095 2.481212 3.164683 -0.030 -0.004 -0.025
H -1.512352 3.382138 1.732890 0.031 0.154 0.094
H -0.421305 2.876601 3.061619 0.016 0.101 0.005
H -0.499705 -1.444353 6.783138 0.024 0.009 -0.044
H -2.072166 -2.026576 6.182382 -0.026 0.011 -0.052
H -1.766696 -0.269535 6.298329 0.012 0.045 -0.041
H 0.902872 -4.219280 -1.453984 -0.063 -0.010 0.017
H 1.802276 -2.681255 -1.356622 -0.030 0.068 0.069
H 0.206936 -2.728994 -2.158744 -0.094 0.033 0.003
H -3.412062 -0.780733 -2.676770 -0.022 0.023 0.031
H -3.376107 -2.545391 -2.600994 -0.040 -0.035 0.066
H -2.388558 -1.597977 -1.457595 0.050 -0.007 0.012
C 6.603428 -0.118706 2.420174 0.116 0.049 0.017
C 5.283950 -0.594363 1.935235 0.095 0.012 -0.011
C 4.913479 -1.911165 1.796039 -0.024 -0.071 0.005
C 3.649888 -2.222326 1.297201 0.040 0.047 -0.060
N 2.757631 -1.253463 0.971629 0.140 0.087 0.086
C 3.124078 -0.005771 1.132573 -0.317 -0.307 0.005
S 2.046747 1.386811 0.986013 0.171 0.175 0.014
N 4.356174 0.330962 1.575809 -0.045 0.104 -0.037
C 3.237846 -3.641091 1.119586 0.053 -0.041 0.085
H 7.153489 -0.928699 2.892394 -0.025 -0.003 0.013
H 6.501779 0.703393 3.130706 -0.054 -0.026 0.024
H 7.207629 0.247424 1.584485 -0.058 -0.030 -0.051
H 5.604401 -2.694075 2.076746 -0.004 -0.002 -0.008
H 4.589857 1.316661 1.659422 0.046 -0.031 0.019
H 3.798988 -4.095386 0.298231 0.012 0.033 -0.017
H 2.173641 -3.730310 0.925380 0.066 0.000 0.066
H 3.490552 -4.215154 2.012304 -0.008 -0.019 -0.007
```
Positions in Å, forces in eV/Å.

Computed properties:
Charge ... +4
LUMO ... -13.504 eV
Relative energy (zero: lowest compared OMol25 entry of this formula, charge and spin) ... 0.00 kJ/mol
Orbital gap ... 0.23035 Ha
HOMO ... -19.8 eV

Atom charges from the Mulliken analysis, given in e for atoms 1 to 2: 3.20, -0.11